1.
Here is C40H49IN6O2SSbSr as an isolated structure from the Open Molecules 2025 dataset. Energies are from ωB97M-V/def2-TZVPD.

Calculated values
Charge ... -1
Relative energy (zero: lowest compared OMol25 entry of this formula, charge and spin) ... 4.2 kcal/mol
Maximum force ... 0.54 eV/A
E_HOMO ... -4.87 eV

The geometry in XYZ format:
```
101
C40H49IN6O2SSbSr (ωB97M-V/def2-TZVPD)
Sr 0.3562 -1.3093 0.8836
O -1.2030 -2.2584 -0.7404
C -1.7367 -3.4141 -0.8624
C -1.8220 -4.0461 -2.1393
C -2.4524 -5.2509 -2.3105
C -3.0567 -5.9231 -1.2350
C -2.9795 -5.3503 0.0111
C -2.3161 -4.1314 0.2340
C -2.2524 -3.6624 1.5973
N -1.5141 -2.7261 2.0583
C -1.6168 -2.4315 3.4759
C -1.8139 -0.9365 3.6660
N -0.7023 -0.1865 3.0838
C -0.3735 0.8761 3.7163
C 0.6408 1.8597 3.3928
C 0.7371 2.9600 4.2636
C 1.6315 3.9837 4.0639
C 2.4807 3.9130 2.9483
C 2.4208 2.8565 2.0772
C 1.4948 1.7819 2.2480
O 1.4706 0.8111 1.4187
H -1.3469 -3.5371 -2.9682
H -2.4835 -5.6946 -3.3000
H -3.5598 -6.8692 -1.3838
H -3.4277 -5.8504 0.8655
H -2.9037 -4.2082 2.2971
H -0.6861 -2.7347 3.9686
H -2.4466 -2.9765 3.9466
H -1.9326 -0.7049 4.7326
H -2.7369 -0.6446 3.1538
H -0.9203 1.1189 4.6401
H 0.0687 2.9894 5.1192
H 1.6812 4.8210 4.7470
H 3.1976 4.7074 2.7708
H 3.0776 2.7993 1.2166
I 1.0656 -5.2712 2.6720
C 2.4057 -3.7169 3.0775
C 3.6940 -4.0421 3.4784
C 4.5748 -3.0042 3.7258
C 4.1378 -1.6984 3.5747
C 2.8320 -1.4833 3.1720
N 1.9726 -2.4784 2.9191
H 3.9909 -5.0756 3.5761
H 5.5926 -3.2175 4.0275
H 4.7917 -0.8558 3.7513
H 2.4551 -0.4807 3.0110
N 6.6913 3.5952 -3.1401
C 6.0804 2.8003 -2.5785
C 5.3229 1.8045 -1.8652
C 5.9675 0.9178 -1.0096
C 5.1890 -0.0189 -0.3478
N 3.8722 -0.1097 -0.4830
C 3.2692 0.7405 -1.3055
C 3.9459 1.7169 -2.0226
H 7.0385 0.9575 -0.8696
H 5.6501 -0.7371 0.3226
H 2.1965 0.6357 -1.4045
H 3.4148 2.3861 -2.6849
S 2.3014 -3.3615 -0.3959
C 2.0720 -2.4111 -1.7494
N 1.9511 -1.6809 -2.6482
C -3.3907 0.3529 0.5666
C -3.3501 0.6640 -0.9316
C -3.9095 -0.5544 -1.6671
C -4.2304 1.8715 -1.2379
Sb -1.2036 0.9054 -1.4000
C -1.1664 0.7548 -3.5924
C 0.1907 1.2745 -4.0695
C -2.2808 1.5061 -4.3141
C -1.2411 -0.7355 -3.9314
C -0.8637 3.0547 -1.0139
C -1.3207 3.3229 0.4218
C -1.5005 4.0629 -1.9627
C 0.6569 3.2314 -1.0425
H -4.4323 0.2135 0.8865
H -2.9551 1.1472 1.1781
H -2.8524 -0.5758 0.7760
H -4.9085 -0.7768 -1.2689
H -3.2857 -1.4361 -1.5225
H -4.0206 -0.3792 -2.7374
H -5.2695 1.6304 -0.9755
H -4.2128 2.1348 -2.2967
H -3.9494 2.7555 -0.6662
H 0.3053 2.3485 -3.9094
H 0.2813 1.0921 -5.1477
H 1.0138 0.7410 -3.5869
H -2.2732 2.5762 -4.1037
H -3.2679 1.1187 -4.0621
H -2.1505 1.3800 -5.3971
H -0.4284 -1.2901 -3.4611
H -1.1469 -0.8538 -5.0193
H -2.1859 -1.1859 -3.6268
H -2.4063 3.3137 0.5282
H -0.9649 4.3112 0.7406
H -0.9040 2.5933 1.1216
H -2.5846 3.9627 -2.0229
H -1.0960 3.9765 -2.9727
H -1.2795 5.0802 -1.6118
H 1.1499 2.5376 -0.3592
H 0.9155 4.2505 -0.7267
H 1.0692 3.0807 -2.0420
```

Atom charges from the Löwdin analysis, given in e for atoms 1 to 6: Sr 1.13; O -0.31; C -0.40; C -0.01; C -0.10; C -0.13

=====

2.
Here is C40H49N5O22S3Sn as an isolated structure in a non-equilibrium geometry from the Open Molecules 2025 dataset. Energies are from ωB97M-V/def2-TZVPD.

Calculated values
Charge ... -2
Maximum force ... 4.59 eV/A
E_HOMO ... -4.47 eV

The geometry in XYZ format:
```
120
C40H49N5O22S3Sn (ωB97M-V/def2-TZVPD)
Sn 1.1252 0.3179 1.1994
C 0.1557 4.4735 1.0677
C 0.1270 3.1423 0.9814
C -0.9243 2.3214 1.7923
O -0.9186 1.0705 1.4866
C -1.9056 2.9280 2.5965
C -1.8898 4.3089 2.7734
C -0.8022 5.1671 1.9476
O -0.7875 6.3850 2.2393
O -2.5722 4.8876 3.6032
O 1.0100 2.4231 0.3634
H 0.8332 5.1139 0.4859
H -2.6106 2.3250 3.2044
C -0.1743 -2.2874 -1.9910
C 0.3277 -1.2733 -1.2524
C 1.7326 -0.6053 -1.5518
O 2.1397 0.2765 -0.7551
C 2.3352 -0.9215 -2.7423
C 1.7477 -1.9728 -3.6167
C 0.4665 -2.6366 -3.1891
O -0.0637 -3.4290 -3.9563
O 2.1532 -2.3212 -4.7383
O -0.0225 -0.8779 -0.0886
H -1.0861 -2.7854 -1.8314
H 3.3983 -0.5529 -2.9899
C -2.1510 0.0313 -6.3185
C -1.3638 -1.0792 -5.6152
C -0.2567 -1.5883 -6.4693
C -0.6499 -1.5655 -7.8541
N -1.2667 -1.6242 -8.8298
H -2.6393 -0.2289 -7.2717
H -1.4463 0.8182 -6.5277
H -2.9231 0.4816 -5.6963
H -2.0622 -1.8794 -5.3686
H -0.9496 -0.7816 -4.6509
H 0.1322 -2.5867 -6.2401
H 0.5534 -0.9465 -6.2008
C 3.3869 -4.6119 -3.0990
C 3.6961 -4.1126 -1.7064
C 2.6040 -4.3665 -0.5997
C 2.8053 -5.3010 0.5334
N 2.8794 -5.9893 1.4661
H 3.2370 -5.7155 -3.2182
H 4.1959 -4.4434 -3.7321
H 2.5084 -4.1540 -3.4820
H 3.7859 -3.0119 -1.8220
H 4.6533 -4.4997 -1.3386
H 1.7105 -4.7801 -1.1515
H 2.2528 -3.4655 -0.1639
C -1.7056 -5.7116 -0.2482
C -0.5922 -5.7588 0.7594
C -0.5700 -4.5482 1.7423
C -1.7479 -4.5677 2.6342
N -2.6948 -4.5715 3.2674
H -2.6161 -5.8617 0.2179
H -1.5367 -6.5588 -0.9719
H -1.8056 -4.7534 -0.8428
H 0.2976 -5.7767 0.1948
H -0.6546 -6.6407 1.3717
H -0.5675 -3.6005 1.1845
H 0.3121 -4.6042 2.3925
C -2.8006 3.7840 -1.6903
C -3.1361 5.0611 -0.9173
C -4.5203 4.7868 -0.2411
C -5.5341 4.9333 -1.2662
N -6.0572 4.8979 -2.3061
H -3.6317 3.6410 -2.3247
H -2.6045 2.9342 -1.0439
H -1.9473 3.8702 -2.3360
H -3.3174 5.9743 -1.5230
H -2.3845 5.3715 -0.1813
H -4.7979 5.4475 0.6107
H -4.5285 3.7891 0.1999
C 4.2901 4.4415 1.3013
C 3.6184 4.6189 2.4616
C 3.4165 3.6363 3.3711
C 4.0058 2.3995 3.1200
C 4.6746 2.1114 1.9357
C 4.8225 3.1827 1.0273
N 3.8104 1.2894 4.1080
O 3.3719 1.6069 5.1964
O 3.9901 0.1781 3.7491
H 4.3253 5.2893 0.6359
H 3.0398 5.4766 2.6133
H 2.7787 3.7615 4.2125
H 4.9662 1.0462 1.7816
H 5.3467 3.0897 0.0068
C 1.5942 4.1629 -2.1357
C 1.7129 2.9054 -3.0472
O 2.7710 3.2720 -4.0469
S 2.9239 4.8499 -4.0978
O 2.6052 5.3806 -5.3675
O 4.1933 5.1580 -3.5201
O 1.7201 5.2151 -3.0987
H 2.3733 4.1639 -1.3602
H 0.7067 4.3011 -1.6271
H 0.7637 2.6206 -3.5246
H 2.1733 2.0722 -2.4799
C 0.8276 -1.1266 5.0787
C -0.2005 -2.1649 4.5514
O 0.5852 -3.3355 4.6008
S 1.4643 -3.4513 5.9194
O 2.7070 -4.0042 5.5369
O 0.7289 -4.0641 7.0254
O 1.6043 -1.8945 6.1073
H 0.4274 -0.2131 5.4303
H 1.6399 -0.9959 4.3934
H -0.4353 -2.0560 3.4813
H -1.0610 -2.2896 5.1285
C -4.1047 -1.7565 3.5890
C -4.4628 -0.2017 3.5621
O -5.8598 -0.2015 3.6458
S -6.4096 -1.3953 4.5042
O -7.6972 -1.6961 3.9141
O -6.3487 -1.0139 5.9666
O -5.3062 -2.3969 4.0945
H -3.2986 -2.0021 4.2795
H -3.8927 -2.1886 2.6027
H -4.1681 0.2520 2.6394
H -4.0794 0.3525 4.3701
```

Atom charges from the Löwdin analysis, given in e for atoms 1 to 6: Sn 1.34; C -0.01; C -0.37; C -0.33; O -0.22; C 0.00